(1)
Entry from the OMol25 dataset: the molecule C5H7N (ωB97M-V/def2-TZVPD).

Computed properties:
SMILES = Cn1cccc1
frontier orbital gap = 0.343 hartree

Geometry as XYZ:
```
13
C5H7N (ωB97M-V/def2-TZVPD)
C -0.68 -1.12 1.34
C -0.90 0.35 -0.69
C -0.06 1.15 -1.43
C 1.26 0.95 -0.89
C 1.13 0.05 0.09
H 0.21 -1.63 1.83
H -1.22 -0.56 2.12
H -1.39 -1.86 0.89
H -1.99 0.28 -0.65
H -0.33 1.70 -2.32
H 2.22 1.40 -1.20
H 1.94 -0.40 0.66
N -0.18 -0.31 0.26
```

***

(2)
Entry from the OMol25 dataset: the molecule C5H7N (ωB97M-V/def2-TZVPD).

Computed properties:
frontier orbital gap = 0.288 hartree

Geometry as XYZ:
```
13
C5H7N (ωB97M-V/def2-TZVPD)
C -1.77 0.93 -0.46
C -0.57 0.06 -0.22
C -0.25 -1.16 -0.72
C 1.16 -1.37 -0.17
C 1.43 -0.28 0.80
N 0.43 0.54 0.70
H -2.39 1.04 0.43
H -1.52 1.93 -0.84
H -2.36 0.42 -1.23
H 1.71 -1.08 -1.09
H 1.52 -2.36 0.11
H 2.26 -0.09 1.48
H 0.36 1.41 1.22
```

***

(3)
Entry from the OMol25 dataset: the molecule C5H7N (ωB97M-V/def2-TZVPD).

Computed properties:
frontier orbital gap (alpha / beta) = 0.308 / 0.308 hartree

Geometry as XYZ:
```
13
C5H7N (ωB97M-V/def2-TZVPD)
N -0.77 -3.37 0.29
C -0.66 -2.22 0.35
C -0.50 -0.77 0.46
C 1.05 1.37 0.90
C 0.43 1.39 -0.46
C 0.17 -0.11 -0.76
H -1.47 -0.32 0.66
H 0.28 1.73 1.62
H 0.14 -0.60 1.34
H -0.50 1.97 -0.58
H 1.17 1.74 -1.19
H 1.12 -0.61 -0.97
H -0.46 -0.20 -1.65
```

***

(4)
Entry from the OMol25 dataset: a cluster of 2 separate species, C5H7N in total (ωB97M-V/def2-TZVPD).

Computed properties:
frontier orbital gap = 0.306 hartree

Geometry as XYZ:
```
13
C5H7N (ωB97M-V/def2-TZVPD)
C -0.99 -1.63 0.65
C -0.16 -0.60 0.56
C 1.21 -0.47 0.04
C 1.27 0.77 -0.50
C -0.06 1.38 -0.44
N -0.67 0.71 0.63
H -2.02 -1.42 0.95
H 0.05 0.59 -1.64
H -0.64 -2.63 0.49
H 1.89 -1.28 -0.14
H 2.12 1.32 -0.86
H -0.36 2.43 -0.57
H -1.66 0.82 0.83
```

***

(5)
Entry from the OMol25 dataset: a structure of composition C5H7N (ωB97M-V/def2-TZVPD).

Computed properties:
frontier orbital gap = 0.356 hartree

Geometry as XYZ:
```
13
C5H7N (ωB97M-V/def2-TZVPD)
N 2.05 1.21 1.36
C 1.56 0.53 0.42
C 1.22 -0.26 -0.70
C 0.00 0.14 0.15
C -1.12 -0.83 0.41
C -1.35 0.38 -0.48
H 1.50 -1.30 -0.66
H 1.30 0.25 -1.65
H 1.00 1.22 1.54
H -1.64 -0.87 1.37
H -1.07 -1.80 -0.09
H -1.44 0.18 -1.54
H -2.02 1.16 -0.13
```

***

(6)
Entry from the OMol25 dataset: the molecule C5H7N (ωB97M-V/def2-TZVPD).

Computed properties:
SMILES = C=NC1(C)C=C1
frontier orbital gap = 0.339 hartree

Geometry as XYZ:
```
13
C5H7N (ωB97M-V/def2-TZVPD)
C -0.70 -1.22 0.25
C -0.48 -1.22 -1.00
C 2.11 -0.10 0.33
C -0.20 0.18 0.15
C -1.22 1.30 0.10
N 1.08 0.63 0.45
H -1.04 -1.89 0.91
H -0.35 -1.38 -2.06
H 3.11 0.18 0.75
H 2.10 -1.26 -0.04
H -0.88 2.31 -0.25
H -1.68 1.29 1.17
H -1.87 1.18 -0.75
```

***

(7)
Entry from the OMol25 dataset: the ion C5H7N2 with charge +1 (ωB97M-V/def2-TZVPD).

Computed properties:
<S²> = 2.01
frontier orbital gap (alpha / beta) = 0.344 / 0.299 hartree
charge = +1
multiplicity = 3

Geometry as XYZ:
```
14
C5H7N2 (ωB97M-V/def2-TZVPD)
C -1.45 0.66 0.14
C -1.63 -0.56 -0.58
C 0.36 -1.07 1.02
C 0.56 0.03 0.12
C 1.52 0.97 -0.52
N -0.84 1.41 0.77
N -0.26 -0.95 -0.32
H -2.43 -1.32 -0.22
H -2.00 -0.23 -1.54
H 1.20 -1.81 1.02
H -0.18 -1.00 2.04
H 1.34 1.91 0.01
H 1.24 1.24 -1.58
H 2.55 0.74 -0.37
```

***

(8)
Entry from the OMol25 dataset: the ion C5H7N2O2 with charge +1 (ωB97M-V/def2-TZVPD).

Computed properties:
SMILES = CC(=C=O)/C([NH3+])=C\N=O
frontier orbital gap = 0.277 hartree
charge = +1

Geometry as XYZ:
```
16
C5H7N2O2 (ωB97M-V/def2-TZVPD)
C 1.18 -1.41 0.06
C 0.11 0.87 0.02
C 1.28 1.54 -0.06
C 0.15 -0.53 -0.02
C -1.19 1.67 0.04
N 2.39 -0.80 0.02
N -1.23 -1.20 -0.05
O 3.47 -1.39 0.08
O 2.19 2.19 -0.04
H 1.07 -2.53 -0.13
H -1.80 1.38 0.93
H -1.75 1.45 -0.87
H -1.10 2.76 0.21
H -1.84 -0.31 -0.14
H -1.47 -1.86 0.87
H -1.46 -1.84 -0.92
```

***

(9)
Entry from the OMol25 dataset: the ion C5H7N2O3P with charge -2 (ωB97M-V/def2-TZVPD).

Computed properties:
frontier orbital gap = 0.269 hartree
charge = -2

Geometry as XYZ:
```
18
C5H7N2O3P (ωB97M-V/def2-TZVPD)
C 1.76 0.39 -0.91
C 2.31 1.63 -0.53
C 0.65 0.28 -0.11
C -0.18 -1.80 1.09
C -0.38 -0.79 -0.10
N 1.60 2.19 0.41
N 0.65 1.31 0.72
O -2.65 -0.29 1.23
O -1.93 1.58 -0.56
O -2.90 -0.86 -1.17
P -2.14 -0.09 -0.13
H 2.01 -0.17 -1.76
H 3.20 2.20 -1.06
H 0.17 -1.16 1.94
H -1.06 -2.39 1.09
H 0.49 -2.54 0.79
H -0.27 -1.42 -1.02
H -1.34 1.93 0.08
```

***

(10)
Entry from the OMol25 dataset: the ion C5H7N2O3S with charge +1 (ωB97M-V/def2-TZVPD).

Computed properties:
<S²> = 2.02
frontier orbital gap (alpha / beta) = 0.178 / 0.216 hartree
charge = +1
multiplicity = 3

Geometry as XYZ:
```
18
C5H7N2O3S (ωB97M-V/def2-TZVPD)
C 2.43 -1.21 -0.01
C 1.15 -1.14 -0.49
C 0.84 0.26 -0.56
C 1.90 0.87 0.07
C -1.97 0.54 -0.02
N -2.09 -0.76 0.22
N -2.89 1.44 0.33
O 2.93 -0.02 0.25
O 0.24 -2.24 -0.75
O 2.02 2.11 0.40
S -0.65 1.23 -0.84
H 3.03 -2.13 -0.01
H -2.90 -0.91 0.79
H -1.33 -1.27 -0.10
H -3.77 1.36 0.83
H -2.58 2.37 0.37
H 0.68 -2.96 -1.17
H 2.98 2.44 0.71
```

***

(11)
Entry from the OMol25 dataset: a cluster of 2 separate species, C5H7N2O6 in total (ωB97M-V/def2-TZVPD).

Computed properties:
frontier orbital gap = 0.326 hartree
charge = -1

Geometry as XYZ:
```
20
C5H7N2O6 (ωB97M-V/def2-TZVPD)
C 0.28 -0.75 0.84
C 0.46 1.02 -0.94
C 1.38 -1.72 1.54
C 1.41 2.12 -1.44
C -1.32 -2.00 -0.59
N -3.18 0.63 0.53
N -2.44 1.41 0.82
O -0.68 1.05 -1.33
O -0.67 -0.32 1.44
O 1.05 0.36 0.03
O -1.74 2.34 1.08
O -0.11 -1.62 -0.46
O -1.74 -2.48 -1.60
H 1.89 -1.95 0.66
H 1.80 -1.08 2.23
H 0.69 -2.42 1.82
H 2.18 2.52 -0.78
H 0.87 2.92 -1.90
H 1.96 1.83 -2.21
H -2.08 -1.85 0.25
```

***

(12)
Entry from the OMol25 dataset: a cluster of 2 separate species, C5H7N2S in total (ωB97M-V/def2-TZVPD).

Computed properties:
frontier orbital gap (alpha / beta) = 0.266 / 0.278 hartree
charge = +1

Geometry as XYZ:
```
15
C5H7N2S (ωB97M-V/def2-TZVPD)
C 0.54 -1.84 0.49
C 0.13 -2.85 -0.32
C -0.68 -0.63 -1.15
C 0.15 -0.50 0.02
C -0.66 2.53 -0.14
N 1.37 0.87 1.40
N 0.57 0.64 0.50
S -1.01 -2.22 -1.60
H 1.26 -1.96 1.21
H 0.22 -3.84 -0.20
H -0.95 0.38 -1.59
H -1.41 2.21 0.57
H -1.05 2.38 -1.03
H 0.16 3.06 -0.01
H 1.36 1.77 1.84
```

***

In kcal/mol, the ΔE to the lowest compared entry with this formula, charge and spin values for the records above are, in order, 11.8 78.7 102.7 79.7 115.4 114.1 119.4 135.2 8.6 0.0 7.2 131.3.